Entry 1:
{"formula": "C6H10O5Zn", "method": "wB97M-V/def2-TZVPD", "elements": ["Zn", "O", "O", "O", "O", "O", "C", "C", "C", "C", "C", "C", "H", "H", "H", "H", "H", "H", "H", "H", "H", "H"], "positions_angstrom": [[-1.204, -1.239, 1.888], [0.534, -2.239, 1.985], [0.470, 0.750, -1.031], [-1.204, -2.941, 0.821], [-1.368, 0.446, 1.169], [2.621, -1.670, -2.522], [-2.470, 0.829, 0.328], [1.468, 0.344, -1.925], [1.718, -1.151, -1.914], [-0.249, 1.353, 1.162], [0.887, 0.846, 0.309], [-0.007, -2.995, 1.157], [1.128, 0.605, -2.939], [1.238, -0.131, 0.690], [-2.123, 0.918, -0.707], [-2.883, 1.778, 0.689], [-0.604, 2.327, 0.805], [2.422, 0.872, -1.749], [1.727, 1.557, 0.408], [-3.232, 0.045, 0.404], [1.043, -1.764, -1.227], [0.090, 1.460, 2.200]], "mulliken_spin": [0.270, 0.019, 0.001, 0.016, -0.039, 0.003, -0.001, 0.001, 0.002, 0.005, 0.003, 0.713, 0.000, 0.001, -0.001, 0.000, 0.001, 0.000, 0.000, 0.005, -0.001, 0.002], "e_tot_ha": -2389.78274, "e_lumo_ha": [-0.199, -0.237], "max_force_ev_per_a": 1.2, "e_homo_ha": [-0.475, -0.475], "multiplicity": 2, "charge": 1, "s2": 0.7551}



Entry 2:
{"formula": "C6H10OS", "method": "wB97M-V/def2-TZVPD", "elements": ["S", "O", "C", "C", "C", "C", "C", "C", "H", "H", "H", "H", "H", "H", "H", "H", "H", "H"], "positions_angstrom": [[3.302, 0.584, -0.269], [-0.643, -0.632, -0.480], [-1.242, 0.430, 0.301], [0.308, 1.309, 0.509], [-2.235, 1.105, -0.667], [1.218, -1.999, 0.323], [1.518, 0.484, -0.024], [0.819, -0.804, -0.437], [2.143, -2.408, 0.201], [0.486, -2.830, 0.190], [-1.709, 0.078, 1.271], [0.554, 1.344, 1.509], [-2.336, 2.203, -0.375], [-1.881, 1.134, -1.610], [-3.139, 0.584, -0.519], [1.228, -0.934, -1.518], [1.224, -1.901, 1.390], [0.384, 2.254, 0.205]], "nbo_charge": [-0.081, -0.563, 0.157, -0.521, -0.622, -0.634, 0.090, -0.032, 0.234, 0.229, 0.188, 0.241, 0.207, 0.222, 0.218, 0.233, 0.207, 0.228], "e_tot_ha": -707.91033, "relative_energy_kcal_mol": 87.82, "e_lumo_ha": -0.017, "max_force_ev_per_a": 5.2, "e_homo_ha": -0.320, "smiles": "C[C@@H]1CC(=S)[C@@H](C)O1"}



Entry 3:
{"formula": "C6H10OS", "method": "wB97M-V/def2-TZVPD", "elements": ["S", "O", "C", "C", "C", "C", "C", "C", "H", "H", "H", "H", "H", "H", "H", "H", "H", "H"], "positions_angstrom": [[-1.769, 0.499, -0.501], [0.043, -1.681, -0.333], [1.931, -0.239, -0.063], [3.175, 0.456, -0.380], [1.373, -1.423, -0.435], [-0.407, -0.625, 0.459], [0.848, 0.466, 0.654], [-2.833, 1.331, 0.857], [-3.651, 1.942, 0.437], [1.662, -2.003, -1.257], [-2.369, 2.351, 1.216], [-0.995, -1.111, 1.300], [3.334, 1.260, 0.692], [3.056, 1.265, -1.489], [4.042, -0.680, -0.452], [1.065, 0.582, 1.672], [0.578, 1.377, 0.203], [-3.277, 0.675, 1.798]], "nbo_charge": [0.062, -0.485, -0.154, -0.629, 0.117, 0.064, -0.441, -0.778, 0.239, 0.190, 0.216, 0.207, 0.227, 0.247, 0.245, 0.212, 0.225, 0.234], "e_tot_ha": -707.81616, "relative_energy_kcal_mol": 146.91, "e_lumo_ha": 0.025, "max_force_ev_per_a": 4.8, "e_homo_ha": -0.306}



Entry 4:
{"formula": "C6H10OS", "method": "wB97M-V/def2-TZVPD", "elements": ["S", "O", "C", "C", "C", "C", "C", "C", "H", "H", "H", "H", "H", "H", "H", "H", "H", "H"], "positions_angstrom": [[-1.088, -1.401, -0.298], [1.180, -0.834, 0.802], [-0.224, -0.269, 0.809], [-0.133, 1.110, 0.349], [1.809, 0.061, 0.164], [-2.726, -0.583, 0.243], [1.832, 2.086, -1.338], [1.166, 1.128, -0.290], [2.169, 3.131, -1.000], [-2.822, -0.746, 1.395], [-0.642, -0.412, 1.815], [2.705, 1.394, -1.871], [-2.767, 0.417, -0.194], [-3.504, -1.029, -0.342], [-1.138, 1.550, -0.138], [2.676, -0.376, -0.190], [0.959, 2.208, -1.990], [-0.004, 1.757, 1.255]], "nbo_charge": [0.178, -0.469, -0.033, -0.489, 0.138, -0.728, -0.620, -0.133, 0.216, 0.227, 0.206, 0.223, 0.214, 0.227, 0.233, 0.185, 0.212, 0.211], "e_tot_ha": -707.93328, "relative_energy_kcal_mol": 73.42, "e_lumo_ha": 0.030, "max_force_ev_per_a": 5.9, "e_homo_ha": -0.290, "smiles": "CS[C@@H]1CC(C)=CO1"}



Entry 5:
{"formula": "C6H10OSi", "method": "wB97M-V/def2-TZVPD", "elements": ["Si", "O", "C", "C", "C", "C", "C", "C", "H", "H", "H", "H", "H", "H", "H", "H", "H", "H"], "positions_angstrom": [[0.609, 0.140, 0.644], [-1.004, 0.482, 0.697], [-1.996, 0.589, -0.181], [-1.172, 0.684, -2.578], [-2.110, 0.543, -1.456], [0.125, 0.480, -2.757], [0.869, -1.722, 0.489], [1.244, 1.178, 2.154], [-3.185, 0.745, -1.756], [-1.805, 0.913, -3.374], [1.593, 2.092, 1.778], [0.916, 0.718, -3.391], [0.299, 1.369, 2.581], [2.044, 0.652, 2.773], [-2.996, 0.754, 0.309], [0.954, -2.218, 1.552], [-0.054, -2.026, -0.059], [1.722, -1.959, -0.038]], "nbo_charge": [1.519, -0.867, 0.200, -0.342, -0.336, -0.141, -1.143, -1.106, 0.213, 0.204, 0.239, 0.180, 0.241, 0.242, 0.169, 0.235, 0.254, 0.240], "e_tot_ha": -599.18190, "relative_energy_kcal_mol": 109.11, "e_lumo_ha": [0.001, 0.009], "max_force_ev_per_a": 4.6, "e_homo_ha": [-0.306, -0.250]}



Entry 6:
{"formula": "C6H10OSi", "method": "wB97M-V/def2-TZVPD", "elements": ["Si", "O", "C", "C", "C", "C", "C", "C", "H", "H", "H", "H", "H", "H", "H", "H", "H", "H"], "positions_angstrom": [[-2.734, 0.795, -0.132], [-2.323, -0.654, 0.254], [1.497, 1.271, 1.199], [2.269, 0.012, 1.028], [1.459, 0.801, -1.070], [-1.833, -1.313, 1.473], [2.163, -0.209, -0.532], [0.928, 1.691, 0.025], [-0.800, -1.299, 1.327], [1.222, 0.888, -2.207], [-4.122, 1.407, 0.048], [-2.232, 1.076, -1.502], [3.342, -0.002, 1.266], [1.827, -0.759, 1.720], [0.346, 2.583, -0.118], [2.590, -1.092, -1.050], [-2.123, -0.969, 2.481], [-2.144, -2.375, 1.377]], "nbo_charge": [1.042, -0.933, 0.200, -0.580, -0.231, -0.231, -0.199, -0.377, 0.188, 0.231, -0.216, -0.224, 0.251, 0.246, 0.233, 0.221, 0.191, 0.189], "e_tot_ha": -599.13204, "relative_energy_kcal_mol": 140.39, "e_lumo_ha": [0.002, -0.027], "max_force_ev_per_a": 4.1, "e_homo_ha": [-0.327, -0.244]}



Entry 7:
{"formula": "C6H10S", "method": "wB97M-V/def2-TZVPD", "elements": ["S", "C", "C", "C", "C", "C", "C", "H", "H", "H", "H", "H", "H", "H", "H", "H", "H"], "positions_angstrom": [[-1.477, 0.085, 0.855], [0.113, -1.851, 2.243], [-0.170, -0.992, 1.314], [-0.719, 0.409, -1.900], [0.328, 1.833, -0.138], [0.718, -0.713, -0.038], [-0.204, 0.532, -0.467], [0.810, 1.866, 0.881], [-1.504, 1.053, -2.134], [0.921, 2.225, -1.029], [0.098, 0.329, -2.645], [-0.689, 2.407, 0.023], [-0.373, -1.931, 3.198], [0.901, -2.580, 2.078], [1.734, -0.437, 0.170], [0.710, -1.624, -0.674], [-1.196, -0.610, -1.737]], "nbo_charge": [0.210, -0.467, -0.118, -0.636, -0.647, -0.449, -0.064, 0.229, 0.215, 0.218, 0.220, 0.220, 0.207, 0.206, 0.213, 0.221, 0.221], "e_tot_ha": -632.72695, "relative_energy_kcal_mol": 51.79, "e_lumo_ha": 0.030, "max_force_ev_per_a": 4.0, "e_homo_ha": -0.305, "smiles": "C=C1CC(C)(C)S1"}



Entry 8:
{"formula": "C6H10S", "method": "wB97M-V/def2-TZVPD", "elements": ["S", "C", "C", "C", "C", "C", "C", "H", "H", "H", "H", "H", "H", "H", "H", "H", "H"], "positions_angstrom": [[-0.746, -0.944, 1.460], [-0.856, 0.235, -1.022], [-0.554, 1.274, -0.006], [1.115, -1.882, -0.285], [0.929, 0.630, 0.066], [-1.157, 1.023, 1.310], [0.162, -0.671, -0.085], [0.585, -2.820, -0.391], [-2.380, 1.185, 1.233], [1.717, -1.620, -1.152], [1.434, 0.846, -0.872], [-0.411, 1.596, 2.023], [1.825, -1.955, 0.523], [-2.055, -0.093, -0.956], [-0.729, 2.195, -0.747], [-0.478, 0.322, -2.031], [1.598, 0.679, 0.933]], "nbo_charge": [0.130, -0.384, -0.294, -0.624, -0.432, -0.482, -0.129, 0.218, 0.245, 0.207, 0.203, 0.246, 0.221, 0.203, 0.239, 0.220, 0.212], "e_tot_ha": -632.68552, "relative_energy_kcal_mol": 77.79, "e_lumo_ha": 0.032, "max_force_ev_per_a": 5.9, "e_homo_ha": -0.310, "smiles": "C[C@]12C[C@H](CS1)C2"}



Entry 9:
{"formula": "C6H10S", "method": "wB97M-V/def2-TZVPD", "elements": ["S", "C", "C", "C", "C", "C", "C", "H", "H", "H", "H", "H", "H", "H", "H", "H", "H"], "positions_angstrom": [[1.105, -1.653, -0.910], [0.878, 0.803, 1.707], [2.174, -0.476, -1.512], [-1.741, -1.308, -0.661], [-1.180, 0.097, -0.926], [-0.186, 1.466, 2.148], [-0.345, -0.984, -0.332], [-2.018, -1.916, -1.489], [1.458, 0.222, 2.460], [-1.527, 0.821, -0.320], [-0.855, 0.375, -2.019], [-0.604, 1.507, 3.101], [-0.779, 2.182, 1.507], [2.010, 0.607, -1.393], [2.886, -0.920, -2.195], [-2.482, -1.538, 0.181], [1.208, 0.715, 0.653]], "nbo_charge": [0.590, -0.372, -0.740, -0.424, -0.431, -0.400, -0.296, 0.211, 0.198, 0.216, 0.212, 0.193, 0.177, 0.221, 0.225, 0.219, 0.201], "e_tot_ha": -632.58966, "relative_energy_kcal_mol": 137.95, "e_lumo_ha": [0.000, 0.003], "max_force_ev_per_a": 4.7, "e_homo_ha": [-0.282, -0.282]}



Entry 10:
{"formula": "C6H10S2", "method": "wB97M-V/def2-TZVPD", "elements": ["S", "S", "C", "C", "C", "C", "C", "C", "H", "H", "H", "H", "H", "H", "H", "H", "H", "H"], "positions_angstrom": [[-3.035, -0.988, 0.656], [0.985, 1.954, -0.506], [-1.490, 0.081, 0.785], [-0.162, 0.307, 1.464], [0.631, 0.415, -0.091], [-1.414, -0.986, -0.114], [-0.362, -0.408, -1.108], [1.949, -0.248, -0.107], [-0.384, 2.320, -1.818], [-0.025, 1.336, 1.783], [2.689, -0.007, -0.861], [-0.920, 0.193, -1.850], [-1.834, 1.063, 0.346], [2.339, -0.022, 0.974], [-0.999, -1.959, 0.146], [0.081, -1.110, -1.736], [0.041, -0.603, 2.075], [1.912, -1.341, -0.037]], "nbo_charge": [0.151, 0.106, -0.261, -0.419, -0.287, -0.389, -0.375, -0.638, 0.109, 0.234, 0.236, 0.215, 0.221, 0.214, 0.213, 0.216, 0.231, 0.221], "e_tot_ha": -1030.75095, "relative_energy_kcal_mol": 142.47, "e_lumo_ha": -0.027, "max_force_ev_per_a": 7.6, "e_homo_ha": -0.317}



> Number 9 is which compound?

C6H10S